1.
{"formula": "C21H19N3O2", "method": "ωB97M-V with the def2-TZVPD basis set", "elements": ["C", "C", "C", "C", "C", "C", "C", "O", "C", "C", "C", "C", "C", "C", "C", "C", "C", "O", "H", "H", "H", "H", "H", "H", "H", "H", "H", "H", "C", "C", "N", "C", "C", "N", "C", "N", "H", "H", "H", "H", "H", "H", "H", "H", "H"], "xyz": [[4.780, -3.871, -1.380], [3.391, -4.031, -1.387], [2.589, -2.903, -1.215], [3.158, -1.629, -1.056], [4.537, -1.461, -1.079], [5.351, -2.587, -1.231], [2.096, -0.587, -0.880], [2.262, 0.618, -0.775], [0.798, -1.344, -0.899], [-0.422, -0.760, -0.781], [-1.664, -1.508, -0.864], [-1.860, -2.686, -0.092], [-3.015, -3.449, -0.240], [-3.996, -3.076, -1.173], [-3.825, -1.909, -1.932], [-2.691, -1.111, -1.752], [1.101, -2.797, -1.184], [0.325, -3.723, -1.398], [5.433, -4.737, -1.493], [2.931, -5.014, -1.518], [4.950, -0.456, -0.974], [6.436, -2.477, -1.238], [-0.477, 0.317, -0.607], [-1.074, -3.018, 0.584], [-3.132, -4.362, 0.356], [-4.885, -3.693, -1.304], [-4.579, -1.619, -2.674], [-2.528, -0.218, -2.363], [-1.230, 1.558, 2.267], [-1.140, 2.800, 3.192], [-1.046, 3.854, 2.212], [-0.765, 5.265, 2.226], [-0.672, 5.618, 0.741], [-0.870, 4.344, 0.071], [-0.975, 3.316, 0.955], [-1.018, 2.003, 0.873], [-0.541, 0.745, 2.530], [-2.252, 1.154, 2.332], [-2.053, 2.873, 3.792], [-0.273, 2.734, 3.860], [-1.557, 5.825, 2.737], [0.194, 5.501, 2.715], [-1.457, 6.325, 0.460], [0.306, 6.036, 0.480], [-0.642, 4.141, -0.890]], "smiles": "O=C1C(=Cc2ccccc2)C(=O)c2ccccc21.C1CN2CCNC2=N1", "orbital_gap_ev": 7.39, "lumo_energy_ha": -0.0164}

---

2.
{"formula": "CCl4OS", "method": "ωB97M-V with the def2-TZVPD basis set", "elements": ["C", "O", "S", "Cl", "Cl", "Cl", "Cl"], "xyz": [[0.979, 0.412, -0.291], [-0.744, -1.505, 0.568], [-0.772, -0.094, 0.109], [1.211, 1.926, -1.021], [2.120, 0.039, 0.944], [-2.470, 0.654, 1.695], [-1.594, -0.053, -1.835]], "smiles": "O=S(Cl)(Cl)=C(Cl)Cl", "orbital_gap_ev": [7.39, 6.71], "lumo_energy_ha": [-0.0939, -0.1141]}

---

3.
{"formula": "C6H10O", "method": "ωB97M-V with the def2-TZVPD basis set", "elements": ["C", "C", "O", "C", "C", "C", "C", "H", "H", "H", "H", "H", "H", "H", "H", "H", "H"], "xyz": [[-2.237, -0.381, 0.263], [-1.065, 0.134, -0.499], [-0.540, 1.254, 0.049], [0.793, 1.494, -0.364], [1.563, 0.179, -0.241], [1.213, -0.715, 0.919], [0.662, -0.979, -0.422], [-3.055, 0.351, 0.239], [-1.958, -0.538, 1.313], [-2.605, -1.318, -0.161], [-0.656, -0.349, -1.370], [0.811, 1.837, -1.408], [1.170, 2.284, 0.288], [2.581, 0.189, -0.629], [0.526, -0.311, 1.665], [1.968, -1.378, 1.325], [0.937, -1.859, -1.023]], "orbital_gap_ev": 8.93, "lumo_energy_ha": 0.0416}

---

4.
{"formula": "C24H48O34S8", "method": "ωB97M-V with the def2-TZVPD basis set", "elements": ["C", "C", "C", "O", "C", "H", "H", "H", "H", "H", "H", "H", "H", "C", "C", "C", "O", "C", "H", "H", "H", "H", "H", "H", "H", "H", "C", "C", "O", "S", "O", "O", "O", "H", "H", "H", "H", "C", "C", "O", "S", "O", "O", "O", "H", "H", "H", "H", "C", "C", "O", "S", "O", "O", "O", "H", "H", "H", "H", "C", "C", "O", "S", "O", "O", "O", "H", "H", "H", "H", "C", "C", "O", "S", "O", "O", "O", "H", "H", "H", "H", "C", "C", "O", "S", "O", "O", "O", "H", "H", "H", "H", "C", "C", "O", "S", "O", "O", "O", "H", "H", "H", "H", "C", "C", "O", "S", "O", "O", "O", "H", "H", "H", "H"], "xyz": [[17.627, 0.215, 19.934], [19.054, 0.433, 20.310], [19.021, 1.276, 21.606], [17.774, 0.706, 22.225], [16.881, 0.653, 21.155], [17.711, -0.813, 19.582], [17.207, 0.843, 19.148], [19.734, 0.861, 19.573], [19.504, -0.526, 20.566], [18.915, 2.329, 21.348], [19.901, 1.233, 22.248], [16.460, 1.653, 21.263], [16.116, 0.029, 21.615], [6.703, 0.190, 12.649], [5.414, 0.590, 12.035], [5.248, -0.128, 10.711], [6.614, -0.669, 10.521], [7.129, -0.986, 11.824], [6.501, -0.021, 13.699], [7.430, 0.995, 12.536], [5.383, 1.676, 11.946], [4.634, 0.204, 12.691], [4.985, 0.531, 9.884], [4.615, -1.006, 10.840], [8.217, -0.930, 11.789], [6.814, -1.885, 12.353], [16.890, 9.324, 20.856], [15.933, 9.313, 22.086], [14.759, 9.984, 21.775], [14.852, 10.696, 20.282], [14.469, 12.113, 20.273], [14.178, 9.846, 19.299], [16.553, 10.517, 20.258], [16.457, 8.703, 20.073], [17.970, 9.257, 20.990], [16.308, 10.074, 22.770], [15.534, 8.386, 22.498], [9.598, 11.593, 13.675], [8.265, 11.042, 13.266], [7.306, 12.029, 13.157], [7.859, 13.456, 13.871], [6.828, 13.943, 14.845], [8.444, 14.403, 12.956], [9.119, 12.542, 14.571], [10.270, 12.150, 13.023], [10.337, 10.903, 14.083], [7.956, 10.494, 14.156], [8.281, 10.310, 12.459], [6.489, 11.152, 19.493], [7.786, 10.514, 20.030], [7.353, 9.676, 21.049], [5.709, 9.783, 21.354], [5.403, 9.747, 22.771], [5.010, 8.856, 20.563], [5.581, 11.196, 20.582], [5.983, 10.684, 18.649], [6.841, 12.082, 19.046], [8.630, 11.168, 20.248], [8.082, 9.814, 19.248], [8.343, -5.330, 23.820], [9.609, -5.137, 24.692], [9.435, -3.907, 25.333], [8.414, -2.922, 24.618], [9.108, -2.188, 23.552], [7.618, -2.158, 25.577], [7.585, -4.173, 23.912], [7.676, -6.144, 24.108], [8.564, -5.316, 22.752], [10.534, -5.311, 24.142], [9.592, -5.889, 25.481], [9.023, 4.817, 30.060], [9.679, 6.172, 29.892], [8.982, 6.863, 28.931], [7.661, 6.002, 28.336], [7.615, 6.011, 26.874], [6.547, 6.472, 29.104], [8.194, 4.584, 28.959], [8.366, 4.909, 30.925], [9.725, 3.990, 30.166], [10.724, 6.023, 29.622], [9.490, 6.764, 30.787], [9.999, 4.496, 20.371], [11.413, 5.101, 20.166], [11.768, 4.809, 18.835], [10.430, 4.751, 17.837], [10.507, 3.572, 17.028], [10.171, 6.044, 17.174], [9.420, 4.447, 19.113], [9.217, 5.007, 20.934], [10.108, 3.484, 20.762], [12.187, 4.616, 20.762], [11.448, 6.173, 20.361], [12.606, -2.450, 17.200], [11.092, -2.742, 17.317], [10.942, -3.971, 16.610], [12.139, -4.997, 16.966], [12.625, -5.746, 15.804], [12.045, -5.642, 18.299], [13.189, -3.709, 17.286], [12.909, -1.901, 18.092], [12.973, -1.898, 16.335], [10.603, -1.920, 16.793], [10.561, -2.866, 18.261], [15.260, 5.072, 13.454], [16.605, 4.955, 12.692], [17.624, 5.132, 13.624], [17.117, 6.032, 14.935], [17.320, 7.413, 14.669], [17.540, 5.516, 16.215], [15.537, 5.576, 14.720], [14.598, 4.209, 13.383], [14.621, 5.792, 12.943], [16.773, 5.780, 12.000], [16.638, 4.055, 12.077]], "orbital_gap_ev": 9.66, "lumo_energy_ha": -0.0052}

---

Result set for relative energy (zero: lowest compared OMol25 entry of this formula, charge and spin): 54.04 75.05 80.42 204.70 kcal per mole, one per record in the order listed.